one.
Density functional theory data (ωB97M-V with the def2-TZVPD basis set) for a cluster of 4 separate species, C3H14NO4 in total.

Results
Orbital gap, eV: 10.574
Charge: +1
E_HOMO, eV: -13.78

Each line ends with the natural charge from an NBO analysis.
Element x y z (Å)
C: -0.93871 1.56809 -0.64673  -0.22
C: -0.33555 1.18547 -2.06778  -0.53
C: -1.19233 0.12968 -2.58850  0.42
O: -0.97161 -1.06134 -2.21599  -0.53
N: -0.19402 0.57197 0.41164  -0.74
H: -1.99995 1.55812 -0.18510  0.25
H: -0.75574 2.72047 -0.53008  0.26
H: 0.67594 0.81044 -1.97049  0.26
H: -0.43313 2.01451 -2.76099  0.25
H: -1.83038 0.48701 -3.45098  0.16
H: 0.79579 0.64546 0.44716  0.45
H: -0.40031 -0.45385 0.30185  0.49
H: -0.71297 0.65568 1.43494  0.44
H: 2.66296 -2.09282 1.91332  0.48
H: 2.38574 -3.38425 0.97153  0.50
O: 2.13434 -2.62148 1.43800  -0.98
H: 2.77504 1.56695 2.49820  0.51
H: 1.60564 0.62393 3.23759  0.49
O: 2.00418 0.87442 2.39913  -1.00
H: -2.11713 -1.85171 -0.29238  0.51
H: -1.76844 -2.12708 1.26712  0.50
O: -1.38938 -1.81966 0.38854  -0.97

---

two.
Density functional theory data (ωB97M-V with the def2-TZVPD basis set) for a cluster of 4 separate species, C3H14NO4 in total.

Results
Orbital gap, eV: 10.913
Charge: +1
E_HOMO, eV: -14.29

Each line ends with the natural charge from an NBO analysis.
Element x y z (Å)
O: -0.12248 -1.73877 1.34754  -0.50
C: -0.41987 -0.77646 1.99855  0.45
C: 0.45148 0.47892 1.88949  -0.34
N: 0.62418 0.97186 0.48672  -0.50
C: 1.41674 2.22481 0.49440  -0.42
H: -1.03664 -0.78838 2.90297  0.16
H: 0.19319 1.25567 2.60170  0.24
H: 1.44808 0.14575 2.19319  0.25
H: 1.11446 0.23182 -0.00767  0.45
H: -0.31030 1.07902 0.07423  0.47
H: 1.61210 2.61036 -0.50582  0.25
H: 2.40298 1.98581 0.82540  0.23
H: 0.93226 2.97165 1.09688  0.23
H: 1.08978 -1.98408 -1.07682  0.48
H: 0.63234 -2.12850 -2.60894  0.48
O: 1.26742 -1.77807 -1.98901  -0.96
H: -2.33447 -0.27708 -0.47244  0.50
H: -2.83522 0.92860 0.31357  0.50
O: -2.19334 0.20360 0.35514  -0.97
H: -0.86588 -0.50864 -3.73523  0.48
H: -0.82982 0.98544 -3.60204  0.48
O: -0.55002 0.18383 -3.14342  -0.95

---

Name the least stable of them. one.

---

one.
Density functional theory data (ωB97M-V with the def2-TZVPD basis set) for the ion C8H12N with charge +1.

Results
Orbital gap, eV: 8.490
SMILES string: C=CC(=C)C(C)=[N+]1CC1
Charge: +1
E_HOMO, eV: -13.30

Each line ends with the natural charge from an NBO analysis.
Element x y z (Å)
C: 1.16722 1.48933 -0.84814  -0.23
C: 1.31540 0.20708 -0.05201  -0.19
C: 0.47277 1.68448 -1.99600  -0.35
C: 2.58468 0.02629 0.40626  -0.19
C: -2.27708 -0.60125 0.78287  -0.24
C: -1.93372 0.84713 0.53118  -0.21
C: 0.20873 -0.62806 0.20530  0.44
C: 0.25188 -2.11986 0.42784  -0.68
N: -0.99797 -0.19737 0.31583  -0.28
H: 1.70032 2.33368 -0.34819  0.23
H: 0.57355 2.69981 -2.52426  0.24
H: -0.27214 1.05370 -2.41132  0.20
H: 2.81516 -0.88867 1.00488  0.22
H: 3.28025 0.90682 0.32090  0.24
H: -2.40626 -0.93620 1.84196  0.24
H: -2.98885 -1.24330 0.29871  0.26
H: -2.28379 1.27417 -0.53575  0.24
H: -1.81057 1.72414 1.14676  0.27
H: 1.20554 -2.59875 0.93287  0.27
H: 0.03787 -2.68623 -0.56220  0.28
H: -0.64299 -2.34695 1.06253  0.24

---

two.
Density functional theory data (ωB97M-V with the def2-TZVPD basis set) for a cluster of 2 separate species, C8H12N in total.

Results
Orbital gap, eV: 8.106
Charge: +1
E_HOMO, eV: -13.78

Each line ends with the natural charge from an NBO analysis.
Element x y z (Å)
C: -1.72649 0.82257 -0.46120  0.34
C: -0.78651 1.47385 0.02995  -0.19
C: -3.80844 0.18415 0.52133  -0.33
C: -3.26043 -1.10854 0.13016  -0.36
C: -2.90814 0.08903 -0.72628  -0.36
C: 0.23498 2.33351 0.20349  -0.03
C: 3.11422 0.16910 0.37985  0.23
C: 3.72566 -1.04156 -0.22958  -0.71
N: 2.06635 0.75044 -0.09099  -0.63
H: -4.84118 0.17915 0.32337  0.24
H: -3.48629 0.70778 1.42540  0.25
H: -2.53562 -1.49847 0.81746  0.23
H: -3.89839 -1.91347 -0.16541  0.26
H: -3.16604 0.16217 -1.70888  0.27
H: 0.63498 2.85895 -0.59502  0.23
H: 3.75893 0.50520 1.10039  0.19
H: 4.35372 -1.74989 0.31280  0.26
H: 4.44825 -0.74786 -0.87789  0.25
H: 3.04109 -1.56075 -0.92221  0.22
H: 1.74114 0.37801 -0.97275  0.36
H: 0.58217 2.68248 1.23448  0.26

---

Name the least stable of them. two.

---

one.
Density functional theory data (ωB97M-V with the def2-TZVPD basis set) for a structure of composition C4H6NO3.

Results
Orbital gap, eV: 6.817
Charge: -1
E_HOMO, eV: -4.22

Each line ends with the natural charge from an NBO analysis.
Element x y z (Å)
O: -2.82041 -0.61606 0.92765  -0.77
C: -1.64702 -0.25664 1.18074  0.76
O: -1.17677 0.38705 2.16561  -0.81
C: -0.58390 -0.62180 0.08716  -0.51
C: 0.38151 0.53361 -0.17601  -0.50
C: 1.55721 0.12990 -1.14407  0.41
N: 2.46250 1.34319 -1.34871  -0.62
O: 1.57404 -1.06227 -1.67356  -0.56
H: -0.02127 -1.50462 0.45480  0.20
H: -1.05387 -0.93205 -0.83274  0.20
H: 0.76490 0.82966 0.79543  0.25
H: -0.24578 1.36931 -0.63968  0.22
H: 1.98230 2.08849 -0.84697  0.35
H: 2.47465 0.36675 -0.53439  0.37

---

two.
Density functional theory data (ωB97M-V with the def2-TZVPD basis set) for a cluster of 2 separate species, C4H6NO3 in total.

Results
Orbital gap, eV: 6.169
Charge: -1
E_HOMO, eV: -4.27

Each line ends with the natural charge from an NBO analysis.
Element x y z (Å)
O: 2.67715 1.48357 0.78564  -0.82
C: 3.06790 0.34821 0.25415  0.61
C: -1.17102 -0.21900 0.50380  0.05
C: -0.17826 0.11094 -0.67950  -0.66
N: -1.69770 -1.37653 1.11628  -0.40
C: -2.62038 -0.63239 -0.19392  0.39
O: 2.67884 -0.28451 -0.77041  -0.78
O: -3.16507 0.39913 -0.75594  -0.52
H: 3.65354 -0.16286 0.90509  0.02
H: -1.20086 0.57941 1.28071  0.18
H: -0.68134 0.56233 -1.54842  0.23
H: 0.54914 0.72583 -0.21632  0.29
H: 0.25582 -0.88864 -0.91416  0.24
H: -2.80914 -1.61250 -0.70234  0.19

---

Name the least stable of them. two.

---

one.
Density functional theory data (ωB97M-V with the def2-TZVPD basis set) for the ion C8H14N3 with charge +1.

Results
Orbital gap (spin up / spin down), eV: 8.937 / 8.935
SMILES string: CCN(CC)[n+]1ccncc1
Charge: +1
E_HOMO (spin up / spin down), eV: -13.28 / -13.28

Each line ends with the natural charge from an NBO analysis.
Element x y z (Å)
C: -2.87543 1.13706 0.16290  0.05
C: -2.88223 -1.03525 -0.40143  0.06
C: -1.53112 1.08700 0.47343  -0.04
C: -1.52706 -1.14104 -0.14800  -0.05
C: 1.33417 1.93486 -0.67408  -0.66
C: 1.81525 -1.76937 -0.62336  -0.63
C: 1.43210 1.27706 0.66579  -0.14
C: 1.16708 -1.39080 0.70841  -0.24
N: -3.55751 0.08785 -0.26126  -0.35
N: -0.83734 -0.06832 0.31647  -0.03
N: 0.42329 -0.15431 0.67862  -0.21
H: -3.41754 2.06525 0.27601  0.24
H: -3.42932 -1.90410 -0.74207  0.24
H: -1.01170 1.93739 0.87788  0.24
H: -1.00359 -2.06433 -0.31691  0.25
H: 1.59022 1.24916 -1.47808  0.23
H: 0.35381 2.36047 -0.87677  0.22
H: 2.05545 2.75071 -0.69628  0.26
H: 2.52130 -1.00513 -0.93515  0.22
H: 2.36309 -2.69911 -0.49746  0.24
H: 1.08284 -1.90905 -1.41528  0.21
H: 2.40216 0.84094 0.86334  0.23
H: 1.07867 1.85840 1.50899  0.22
H: 0.50866 -2.18638 1.07046  0.22
H: 1.94475 -1.25900 1.46382  0.23

---

two.
Density functional theory data (ωB97M-V with the def2-TZVPD basis set) for the ion C8H14N3 with charge +1.

Results
Orbital gap, eV: 8.968
SMILES string: CC[C@]1(C2=[NH+]C=NC2)C[C@H]1N
Charge: +1
E_HOMO, eV: -13.21

Each line ends with the natural charge from an NBO analysis.
Element x y z (Å)
C: -2.23621 -0.97081 0.43301  -0.36
C: -3.07103 0.95184 -0.22823  0.22
C: -1.19164 0.16176 0.37556  0.42
C: 0.49730 -1.39776 1.24892  -0.38
C: 0.68396 -1.43250 -0.19967  0.04
C: 0.18442 -0.08849 0.55160  -0.13
C: 1.35660 1.95692 -0.59664  -0.63
C: 1.36191 1.23770 0.63547  -0.35
N: -3.39961 -0.24652 0.07565  -0.37
N: -1.81545 1.25754 0.01027  -0.53
N: -0.11567 -2.22041 -1.04816  -0.82
H: -2.14613 -1.65167 1.31691  0.27
H: -3.92293 1.68566 -0.54971  0.25
H: -0.26395 -2.01715 1.59164  0.23
H: 1.38326 -1.38236 1.76190  0.25
H: 1.60552 -1.21895 -0.62759  0.22
H: 0.32260 2.28898 -0.84399  0.18
H: 1.71781 1.32547 -1.40107  0.23
H: 1.93041 2.93367 -0.54585  0.25
H: 1.06435 1.81540 1.60946  0.23
H: 2.32874 0.72071 0.97589  0.23
H: -1.38789 2.20750 -0.02011  0.46
H: -0.35911 -1.91980 -1.94258  0.39
H: -2.06602 -1.68885 -0.37881  0.30
H: -0.63132 -3.08686 -0.82467  0.41

---

Name the least stable of them. two.